The following is a quantum chemistry calculation of one molecule with the formula C6H13NSi in a non-equilibrium geometry, from OMol25.

Each line ends with the Mulliken spin population.
Atoms and positions in Å:
1 C -1.247 -1.291 -1.507  0.485
2 C 0.653 -2.284 -0.334  0.126
3 C 1.731 0.970 1.005  0.127
4 C -0.507 2.164 -0.892  0.012
5 C -1.263 0.177 1.452  0.021
6 C 0.084 -1.074 -1.063  0.199
7 N -2.332 -1.452 -1.839  0.719
8 Si 0.046 0.679 0.160  0.348
9 H -0.013 -2.605 0.464  0.009
10 H 0.782 -3.117 -1.025  -0.041
11 H 1.623 -2.048 0.099  -0.020
12 H 2.390 0.110 0.938  -0.017
13 H 2.255 1.819 0.579  -0.013
14 H 1.578 1.176 2.060  0.008
15 H -1.587 2.155 -1.025  0.007
16 H -0.240 3.101 -0.409  0.007
17 H -0.054 2.160 -1.880  0.006
18 H -2.175 -0.153 0.962  0.005
19 H -0.910 -0.647 2.066  0.004
20 H -1.522 0.994 2.119  0.008
21 H 0.710 -0.834 -1.931  -0.002

Expectation value of S²: 2.01
Kohn-Sham gap (spin up / spin down) in eV: 4.3 / 7.3
2S+1: 3

The following is a quantum chemistry calculation of a 2-piece molecular cluster, C4H11NO2 overall in a non-equilibrium geometry, from OMol25.

Each line ends with the natural charge from an NBO analysis.
Atoms and positions in Å:
1 O -0.330 -2.397 -0.678  -0.541
2 C 0.703 -1.745 -0.498  0.424
3 C 0.939 -1.404 0.901  -0.494
4 C 0.790 0.114 1.037  -0.409
5 C -0.418 0.789 0.489  -0.239
6 N -0.724 2.043 1.354  -0.835
7 H 1.395 -1.330 -1.205  0.124
8 H 2.020 -1.732 1.014  0.227
9 H 0.136 -1.801 1.428  0.235
10 H 0.877 0.364 2.101  0.235
11 H 1.707 0.575 0.554  0.187
12 H -1.304 0.098 0.634  0.191
13 H -0.339 0.889 -0.602  0.180
14 H -1.599 2.515 1.133  0.365
15 H -0.006 2.725 1.192  0.349
16 H -1.569 -0.151 -2.195  0.488
17 H -0.745 0.166 -3.575  0.476
18 O -1.536 0.285 -3.084  -0.962

Kohn-Sham gap in eV: 10.6
2S+1: 1
SMILES string: NCCCC=O.O

The following is a quantum chemistry calculation of one molecule with the formula C3H3N5 in a non-equilibrium geometry, from OMol25.

Each line ends with the natural charge from an NBO analysis.
Atoms and positions in Å:
1 C -0.200 -1.080 -0.645  0.394
2 C 0.466 0.495 1.285  -0.086
3 C -0.042 1.417 0.454  -0.108
4 H 0.136 -1.407 -2.604  0.369
5 H 1.473 0.948 1.769  0.233
6 H 0.393 2.384 0.358  0.229
7 N 0.456 -1.695 -1.587  -0.603
8 N -0.304 -1.549 0.610  -0.131
9 N 0.034 -0.786 1.563  -0.117
10 N -1.118 1.149 -0.350  -0.105
11 N -1.295 0.123 -0.854  -0.076

Kohn-Sham gap in eV: 8.0
2S+1: 1
SMILES string: N=c1nnccnn1

Energy relative to the best compared isomer or geometry (same formula, charge and spin) (eV)
1.271; 2.295; 4.445